[1]
Computed, not measured: 8 unconnected molecules or ions with the total composition C24H34F2O24S6, with ωB97M-V with the def2-TZVPD basis set.

Last column: Löwdin charge in e.
Cartesian coordinates (Å):
O  17.117  13.946  6.812  -0.2488
S  16.155  15.057  6.580  0.7794
O  15.052  14.883  5.591  -0.2790
O  15.617  15.635  8.062  -0.2265
C  15.463  17.037  8.093  -0.1862
C  16.494  17.523  7.126  -0.1683
O  16.907  16.483  6.261  -0.1998
H  14.461  17.281  7.740  0.1024
H  15.500  17.451  9.101  0.1465
H  17.438  17.861  7.554  0.1441
H  15.935  18.175  6.455  0.1397
O  8.713  10.385  13.124  -0.2663
S  7.780  10.604  14.260  0.8055
O  6.591  9.746  14.415  -0.2357
O  8.619  10.612  15.682  -0.1869
C  9.327  11.825  15.753  -0.2261
C  8.439  12.926  15.333  -0.1915
O  7.463  12.272  14.516  -0.2065
H  9.692  11.957  16.772  0.1446
H  10.175  11.883  15.070  0.1147
H  8.989  13.725  14.836  0.1210
H  7.877  13.429  16.120  0.1329
O  13.726  19.782  13.154  -0.2576
S  13.454  18.983  14.372  0.7442
O  13.215  19.742  15.641  -0.2683
O  12.263  17.904  14.114  -0.2037
C  12.663  16.634  14.559  -0.1494
C  14.179  16.614  14.166  -0.1939
O  14.562  17.836  14.608  -0.2002
H  12.369  16.622  15.609  0.1382
H  12.098  15.918  13.963  0.1135
H  14.449  16.608  13.111  0.1243
H  14.745  15.847  14.694  0.1412
O  12.622  17.991  10.029  -0.2368
S  11.653  17.258  9.188  0.7234
O  10.256  17.189  9.598  -0.2165
O  11.850  17.606  7.619  -0.1966
C  11.950  16.518  6.741  -0.1535
C  11.944  15.270  7.616  -0.1635
O  12.278  15.784  8.854  -0.2645
H  11.083  16.521  6.080  0.1381
H  12.819  16.620  6.092  0.1246
H  12.772  14.603  7.379  0.1240
H  11.091  14.628  7.837  0.1158
O  5.813  14.675  10.253  -0.2397
S  6.846  13.826  9.688  0.7458
O  6.454  12.912  8.644  -0.2409
O  8.280  14.713  9.496  -0.2364
C  9.510  14.053  9.952  -0.1278
C  8.925  13.253  11.154  -0.1771
O  7.580  12.874  10.860  -0.2144
H  9.852  13.459  9.104  0.1176
H  10.295  14.771  10.190  0.0852
H  8.992  13.856  12.059  0.1178
H  9.373  12.273  11.317  0.1189
O  13.922  8.979  16.348  -0.2450
S  14.833  9.473  15.317  0.7658
O  15.452  10.775  15.623  -0.2542
O  15.923  8.338  14.747  -0.1804
C  15.353  7.531  13.816  -0.2169
C  14.117  8.241  13.222  -0.1690
O  14.057  9.490  13.840  -0.2241
H  16.202  7.292  13.176  0.1385
H  15.034  6.594  14.272  0.1289
H  13.190  7.676  13.316  0.1352
H  14.246  8.519  12.176  0.1123
F  15.753  8.390  10.227  0.0049
C  15.441  9.296  9.215  -0.2123
C  14.901  10.559  9.579  -0.0035
C  14.366  11.457  8.634  -0.0709
C  14.344  11.007  7.331  -0.0894
C  14.896  9.760  6.979  -0.0793
C  15.468  8.871  7.873  -0.0108
H  14.864  10.813  10.628  0.0852
H  13.968  12.428  8.888  0.0920
H  13.938  11.717  6.625  0.0973
H  14.847  9.449  5.946  0.1035
H  15.821  7.907  7.538  0.1154
F  11.398  13.365  13.116  0.0426
C  12.658  13.395  12.604  -0.2626
C  13.626  12.566  13.142  -0.0036
C  14.974  12.605  12.698  -0.0807
C  15.395  13.520  11.761  -0.0788
C  14.438  14.414  11.194  -0.0437
C  13.065  14.349  11.645  -0.0062
H  13.249  11.933  13.931  0.1039
H  15.684  11.939  13.167  0.1001
H  16.456  13.649  11.605  0.1084
H  14.587  15.089  10.364  0.0795
H  12.360  14.960  11.101  0.0770

Cartesian forces (eV/Å) of the 3 atoms listed first:
-2.9 3.4 -0.6
0.3 -0.6 -0.3
2.6 0.4 2.9

Its spin multiplicity is 1. Its calculated total energy is -145015.2239 eV. As for the SMILES: O=S1(=O)OCCO1.O=S1(=O)OCCO1.O=S1(=O)OCCO1.O=S1(=O)OCCO1.O=S1(=O)OCCO1.O=S1(=O)OCCO1.Fc1ccccc1.Fc1ccccc1. Its net charge is 0.



[2]
Computed, not measured: a molecular structure, C24H34FKN5O4, with ωB97M-V with the def2-TZVPD basis set.

Last column: Löwdin charge in e.
Cartesian coordinates (Å):
K  -1.090  0.145  0.587  0.8931
C  -0.987  4.472  -0.962  -0.0600
C  -0.055  3.985  0.118  -0.3051
C  0.515  4.895  1.008  -0.0666
C  1.406  4.418  1.959  -0.3054
C  2.056  5.371  2.930  -0.0684
C  1.717  3.073  2.034  -0.0251
C  1.155  2.080  1.169  -0.3404
C  0.243  2.643  0.197  -0.0947
N  1.378  0.759  1.162  -0.0561
C  2.356  0.145  2.050  -0.6593
C  2.332  -1.349  1.704  -0.0724
C  3.788  0.637  1.778  -0.0540
C  2.004  0.256  3.543  -0.0523
H  -1.158  5.547  -0.881  0.0649
H  -1.961  3.979  -0.920  0.0757
H  -0.580  4.280  -1.959  0.0713
H  0.277  5.951  0.946  0.0929
H  1.748  6.401  2.746  0.0632
H  3.146  5.333  2.857  0.0724
H  1.797  5.128  3.963  0.0731
H  2.429  2.780  2.790  0.0747
H  -0.180  1.998  -0.567  0.0374
H  2.515  -1.482  0.637  0.0561
H  1.354  -1.784  1.926  0.0705
H  3.080  -1.915  2.267  0.0761
H  4.022  0.483  0.722  0.0757
H  4.519  0.079  2.372  0.0730
H  3.926  1.695  1.992  0.0578
H  0.996  -0.129  3.712  0.0785
H  2.028  1.274  3.924  0.0562
H  2.692  -0.340  4.150  0.0751
F  -2.215  -4.869  3.550  0.0822
C  -3.235  -4.591  2.729  -0.1839
C  -3.082  -3.883  1.607  0.0477
N  -4.127  -3.624  0.749  0.0033
C  -3.876  -2.776  -0.411  -0.0381
C  -3.303  -1.383  -0.055  -0.7546
O  -3.241  -1.077  1.153  -0.1129
O  -2.976  -0.701  -1.045  -0.0971
C  -5.403  -4.031  1.028  -0.4639
O  -6.376  -3.808  0.336  0.0706
N  -5.529  -4.759  2.210  0.2109
C  -4.552  -5.085  3.130  -0.4116
O  -4.780  -5.752  4.118  0.0784
H  -2.127  -3.483  1.301  0.1505
H  -4.828  -2.645  -0.919  0.1244
H  -3.211  -3.290  -1.108  0.1294
H  -6.469  -5.063  2.415  0.1631
C  -0.411  -0.968  -3.401  -0.1597
C  0.248  -0.916  -4.803  -0.1639
N  1.645  -0.489  -4.698  -0.1693
C  2.357  -1.404  -3.802  -0.1626
C  1.711  -1.392  -2.391  -0.1601
N  0.542  -0.517  -2.385  -0.1541
C  0.979  0.841  -2.725  -0.1620
C  1.679  0.849  -4.107  -0.1602
H  -0.714  -1.988  -3.150  0.1129
H  -1.309  -0.354  -3.327  0.1105
H  -0.271  -0.216  -5.463  0.1102
H  0.227  -1.896  -5.287  0.1079
H  3.404  -1.093  -3.762  0.1092
H  2.330  -2.404  -4.243  0.1081
H  2.401  -1.031  -1.625  0.1004
H  1.393  -2.395  -2.096  0.1140
H  1.634  1.196  -1.927  0.1117
H  0.101  1.491  -2.734  0.1093
H  2.724  1.157  -4.020  0.1116
H  1.191  1.543  -4.795  0.1099

Cartesian forces (eV/Å) of the 3 atoms listed first:
0.2 0.0 0.0
-0.1 0.1 -0.1
-0.1 0.1 -0.1

Its spin multiplicity is 1. Its net charge is -1. The energy relative to the best compared isomer or geometry (same formula, charge and spin) comes out at 0.310 eV.



> The highest net charge belongs to which entry?

C24H34F2O24S6



> Look up the net charge of the first one.

0



> The lowest net charge belongs to which entry?

C24H34FKN5O4